No. 1
Below is C23H31CrF6O3 as an isolated structure at a distorted geometry, with properties calculated with ωB97M-V with the def2-TZVPD basis set.

Output
LUMO (spin up / spin down) in eV: -0.5 / -0.1
Kohn-Sham gap (spin up / spin down) in Eh: 0.2779 / 0.2973
Expectation value of S²: 3.849
Multiplicity: 4

Last column: Löwdin spin population.
CARTESIAN COORDINATES (ANGSTROEM)
O -0.035 -0.587 -4.304  0.000
C -0.056 0.774 -4.840  0.000
C -0.111 0.332 -6.294  0.000
H 0.879 1.270 -4.540  0.000
H -0.944 1.312 -4.476  0.000
C -0.065 -1.097 -5.678  0.000
H 0.786 0.618 -6.856  0.000
H -1.051 0.612 -6.782  0.000
C 1.226 -1.812 -6.026  0.000
H 2.087 -1.150 -5.857  0.000
H 1.210 -2.089 -7.086  0.000
H 1.337 -2.717 -5.417  0.000
C -1.315 -1.932 -5.902  0.000
H -2.206 -1.353 -5.617  0.000
H -1.235 -2.844 -5.292  0.000
H -1.387 -2.215 -6.962  0.000
Cr -0.738 -1.074 2.348  3.000
C -2.843 -1.302 3.342  -0.035
C -2.419 0.043 3.547  -0.015
C -2.153 0.642 2.278  0.021
H -2.445 0.571 4.504  0.000
C -2.395 -0.362 1.248  0.004
C -2.815 -1.577 1.931  -0.032
H -3.167 -2.490 1.454  0.000
H -3.227 -1.957 4.126  -0.001
H -1.901 1.686 2.116  0.003
H -2.392 -0.195 0.176  0.006
C 0.748 -2.370 3.771  -0.022
C -0.142 -3.109 2.920  -0.027
C 0.180 -2.788 1.530  -0.013
H -0.851 -3.863 3.270  0.000
C 1.251 -1.791 1.568  -0.001
C 1.610 -1.593 2.943  0.011
H 2.482 -1.063 3.294  0.002
H 0.862 -2.478 4.851  0.000
H -0.245 -3.233 0.631  0.004
H 1.813 -1.394 0.723  0.004
O 1.605 0.457 -1.798  0.001
C 0.353 -0.247 -1.713  0.002
C -0.803 0.767 -1.734  0.000
H 0.332 -0.824 -0.754  0.002
H 0.284 -0.915 -2.567  0.000
C -0.118 2.152 -1.800  0.000
H -1.257 0.715 -0.732  0.001
H -1.601 0.570 -2.467  0.000
C 1.263 1.768 -1.274  0.000
H -0.641 2.865 -1.148  0.000
H -0.097 2.565 -2.818  0.000
H 1.143 1.730 -0.159  0.000
H 2.096 2.415 -1.539  0.000
C 0.946 1.130 5.413  0.001
C 0.991 1.675 3.978  0.008
O 0.490 0.905 3.027  0.071
C 0.265 3.103 3.993  0.001
F 0.754 3.924 4.970  0.000
F 0.363 3.752 2.810  0.000
F -1.064 2.942 4.253  0.000
C 2.522 1.981 3.617  0.001
F 3.116 2.848 4.485  0.001
F 3.261 0.834 3.680  0.000
F 2.672 2.470 2.365  0.000
H -0.099 1.002 5.718  0.000
H 1.437 1.834 6.092  0.000
H 1.452 0.159 5.457  0.000


No. 2
Below is C21H51N4O16V as an isolated structure at a distorted geometry, with properties calculated with ωB97M-V with the def2-TZVPD basis set.

Output
Total charge: -2
LUMO in eV: 3.6
Kohn-Sham gap in Eh: 0.2398

Last column: Löwdin charge in e.
CARTESIAN COORDINATES (ANGSTROEM)
O 0.587 1.549 2.167  -0.360
V 0.656 1.970 0.618  0.918
O 0.806 0.539 -0.101  -0.373
O 0.391 3.593 -3.448  0.029
C 0.703 3.986 -2.151  -0.740
O 1.004 5.144 -1.957  0.046
O 0.592 3.030 -1.288  -0.133
H -0.026 2.726 -3.347  0.050
O 5.092 2.062 0.739  0.011
C 3.931 2.832 0.897  -0.751
O 4.049 4.019 1.122  0.045
O 2.875 2.113 0.746  -0.121
H 4.702 1.194 0.572  0.078
O -1.324 4.077 2.795  -0.006
C -0.129 4.694 2.371  -0.774
O 0.194 5.705 3.027  -0.037
O 0.460 4.176 1.407  -0.040
H -1.463 4.596 3.598  0.076
C -0.856 -3.650 3.091  -0.135
O -0.066 -3.460 1.955  -0.193
C -0.794 -2.861 0.905  -0.221
C 0.108 -2.556 -0.282  -0.187
N 0.280 -3.670 -1.197  -0.060
C 1.052 -4.801 -0.730  -0.224
C 0.909 -5.939 -1.725  -0.236
O -0.400 -6.466 -1.789  -0.188
C -0.768 -7.192 -0.644  -0.125
H -1.652 -4.392 2.937  0.081
H -1.322 -2.713 3.425  0.087
H -0.187 -3.988 3.882  0.083
H -1.213 -1.906 1.270  0.104
H -1.685 -3.428 0.584  0.125
H 1.071 -2.192 0.074  0.122
H -0.329 -1.718 -0.828  0.095
H -0.573 -3.966 -1.649  0.103
H 0.757 -5.123 0.278  0.104
H 2.106 -4.504 -0.687  0.126
H 1.645 -6.724 -1.491  0.115
H 1.180 -5.555 -2.710  0.122
H -1.528 -7.922 -0.922  0.081
H -1.180 -6.536 0.132  0.082
H 0.078 -7.733 -0.201  0.088
C -2.525 0.739 2.322  -0.050
C -2.465 0.817 0.807  -0.380
C -3.837 1.048 0.196  -0.205
O -3.696 1.097 -1.206  -0.202
C -4.941 1.027 -1.870  -0.102
N -1.543 1.922 0.428  0.040
H -1.528 0.605 2.741  0.065
H -3.056 -0.185 2.591  0.073
H -3.003 1.616 2.756  0.083
H -2.058 -0.106 0.386  0.123
H -4.244 2.001 0.565  0.138
H -4.460 0.191 0.488  0.128
H -5.528 1.901 -1.570  0.090
H -5.484 0.099 -1.648  0.084
H -4.720 1.011 -2.936  0.076
H -1.934 2.759 0.870  0.101
H -1.677 2.044 -0.579  0.087
C -2.958 3.576 -4.972  -0.056
C -2.061 2.643 -5.767  -0.440
C -1.946 1.251 -5.189  -0.209
O -1.367 1.380 -3.923  -0.195
C -1.333 0.221 -3.150  -0.105
N -2.510 2.612 -7.167  0.022
H -2.565 3.730 -3.964  0.082
H -3.969 3.173 -4.876  0.075
H -2.897 4.587 -5.382  0.078
H -1.068 3.115 -5.727  0.136
H -1.317 0.657 -5.870  0.129
H -2.935 0.776 -5.094  0.123
H -1.083 0.476 -2.125  0.067
H -0.624 -0.559 -3.473  0.097
H -2.291 -0.327 -3.145  0.083
H -2.790 3.537 -7.461  0.054
H -1.814 2.281 -7.821  0.059
C 6.169 1.181 3.874  -0.078
C 5.048 0.501 4.642  -0.439
C 3.856 0.211 3.719  -0.191
O 2.971 -0.631 4.431  -0.191
C 1.859 -1.078 3.703  -0.115
N 5.578 -0.714 5.261  0.020
H 5.909 2.161 3.483  0.080
H 6.595 0.511 3.123  0.075
H 7.007 1.370 4.559  0.066
H 4.706 1.186 5.423  0.138
H 4.261 -0.279 2.819  0.129
H 3.373 1.149 3.424  0.136
H 1.414 -1.904 4.272  0.071
H 1.991 -1.489 2.694  0.089
H 1.095 -0.299 3.612  0.070
H 5.828 -1.389 4.538  0.065
H 4.833 -1.212 5.742  0.056


No. 3
Below is C38H42Cl2N4O2PPrS4Sb as an isolated structure at a distorted geometry, with properties calculated with ωB97M-V with the def2-TZVPD basis set.

Output
Total charge: -1
LUMO (spin up / spin down) in eV: 0.8 / 0.8
Kohn-Sham gap (spin up / spin down) in Eh: 0.1302 / 0.1305
Expectation value of S²: 2.002
Multiplicity: 3

Last column: Löwdin spin population.
CARTESIAN COORDINATES (ANGSTROEM)
Pr 11.262 12.737 8.194  2.027
C 15.396 13.978 10.435  0.000
C 15.011 13.983 11.815  0.000
C 13.699 13.742 12.123  0.000
C 12.729 13.672 11.073  0.000
N 13.113 13.573 9.798  -0.003
C 14.434 13.750 9.475  0.000
C 11.361 13.814 11.448  0.000
C 11.035 14.496 12.668  0.000
C 9.680 14.622 12.988  0.000
C 8.690 14.255 12.068  0.000
C 9.092 13.721 10.815  0.000
N 10.398 13.457 10.578  -0.002
C 8.143 13.352 9.827  0.000
C 6.760 13.232 10.092  0.000
C 5.855 12.996 9.045  0.000
C 6.352 12.850 7.737  0.000
C 7.714 13.042 7.522  0.000
N 8.611 13.240 8.537  -0.002
H 16.417 14.197 10.088  0.000
H 15.697 14.315 12.615  0.000
H 13.423 13.753 13.183  0.000
H 14.731 13.720 8.428  0.000
H 11.824 14.897 13.310  0.000
H 9.370 15.062 13.927  0.000
H 7.625 14.389 12.257  0.000
H 6.441 13.262 11.135  0.000
H 4.814 12.945 9.319  0.000
H 5.720 12.527 6.928  0.000
H 8.193 13.013 6.540  0.000
S 14.145 16.129 6.491  0.000
Sb 13.383 14.241 5.167  -0.001
S 13.511 11.603 6.396  -0.005
S 11.065 14.248 5.704  -0.009
S 15.209 12.683 6.175  -0.003
C 9.390 20.195 9.012  0.000
C 10.061 19.040 9.750  0.000
C 8.979 18.382 10.661  0.000
P 10.928 17.666 8.847  0.000
C 10.390 17.530 7.080  0.000
C 11.362 18.090 6.044  0.000
C 8.923 18.024 6.754  0.000
C 12.661 18.374 8.742  0.000
C 13.445 17.875 9.964  0.000
C 12.734 19.911 8.519  0.000
H 9.626 21.162 9.528  0.000
H 8.270 20.091 9.053  0.000
H 9.646 20.297 7.963  0.000
H 10.873 19.426 10.379  0.000
H 8.157 18.057 10.001  0.000
H 8.570 19.086 11.388  0.000
H 9.394 17.523 11.183  0.000
H 10.417 16.431 6.890  0.000
H 11.518 19.193 6.099  0.000
H 10.969 17.886 5.040  0.000
H 12.300 17.542 6.156  0.000
H 8.979 19.073 6.394  0.000
H 8.262 17.957 7.648  0.000
H 8.547 17.398 5.898  0.000
H 13.038 17.805 7.833  0.000
H 13.066 18.324 10.928  0.000
H 14.533 18.138 9.872  0.000
H 13.476 16.758 10.046  0.000
H 12.852 20.363 9.514  0.000
H 11.866 20.311 8.007  0.000
H 13.674 20.153 7.971  0.000
Cl 9.292 10.222 13.132  0.000
C 11.007 9.930 13.254  0.000
C 11.626 10.444 14.397  0.000
C 13.016 10.530 14.476  0.000
C 13.778 10.006 13.441  0.000
C 13.171 9.421 12.321  0.000
Cl 14.192 8.994 10.998  0.000
C 11.763 9.253 12.231  0.000
N 11.310 8.473 11.209  0.000
C 10.038 7.932 10.983  0.000
C 9.323 7.241 11.964  0.000
C 8.004 6.884 11.758  0.000
C 7.431 7.116 10.504  0.000
C 8.169 7.685 9.460  0.000
C 9.522 8.031 9.651  0.000
C 10.207 8.636 8.456  0.000
C 10.499 10.169 8.345  0.000
O 10.192 10.794 7.288  -0.004
O 11.181 10.711 9.282  -0.001
H 11.004 10.861 15.192  0.000
H 13.466 11.041 15.286  0.000
H 14.874 10.123 13.431  0.000
H 11.955 8.419 10.444  0.000
H 9.765 7.215 12.983  0.000
H 7.391 6.406 12.526  0.000
H 6.405 6.800 10.328  0.000
H 7.760 7.844 8.435  0.000
H 9.604 8.379 7.558  0.000
H 11.229 8.226 8.293  0.000


No. 4
Below is an isolated ion of composition C2H5BrO2P and charge -1 at a distorted geometry, with properties calculated with ωB97M-V with the def2-TZVPD basis set.

Output
Total charge: -1
LUMO in eV: 3.5
SMILES string: CC[P@](=O)([O-])Br
Kohn-Sham gap in Eh: 0.2856

Last column: Löwdin charge in e.
CARTESIAN COORDINATES (ANGSTROEM)
C 0.307 -1.329 0.420  -0.197
C 0.230 0.194 0.693  -0.430
P -0.377 0.924 -0.893  0.295
O -2.343 0.564 -1.268  -0.686
O 0.522 0.787 -2.061  -0.473
Br -0.152 3.089 -0.186  0.174
H 0.266 -1.947 1.272  0.010
H -0.619 -1.729 -0.303  0.125
H 1.344 -1.633 0.023  0.081
H 1.266 0.598 0.904  0.086
H -0.443 0.481 1.398  0.014


No. 5
Below is C16H16N2O3S2 as an isolated structure at a distorted geometry, with properties calculated with ωB97M-V with the def2-TZVPD basis set.

Output
LUMO in eV: -0.3
Kohn-Sham gap in Eh: 0.2618

Last column: Löwdin charge in e.
CARTESIAN COORDINATES (ANGSTROEM)
C -1.151 -5.317 -4.093  -0.087
C -0.569 -4.002 -3.938  -0.268
O -0.567 -3.816 -2.474  -0.129
C -0.075 -2.464 -2.046  -0.078
C 0.524 -1.366 -2.902  -0.019
C 0.718 -0.105 -2.254  -0.640
C 0.649 0.145 -0.899  -0.343
C 0.397 -1.144 0.063  0.029
C -0.038 -2.281 -0.515  -0.047
H -0.419 -3.113 -0.058  0.067
H 0.184 -1.043 1.231  0.134
N 1.201 1.159 -0.218  0.055
C 1.653 1.987 -1.463  -0.886
S 1.959 3.521 -1.175  0.960
C 2.487 3.650 0.623  -0.268
H 3.013 4.595 0.667  0.079
C 1.171 4.114 1.275  -0.360
O 0.995 5.183 1.956  0.011
N 0.227 2.886 1.494  0.100
H 0.297 2.221 0.974  -0.080
C -0.898 3.126 2.318  -0.169
C -1.230 2.059 3.290  -0.165
C -0.794 1.791 4.569  -0.088
C -1.111 0.560 4.866  -0.214
C -1.306 -0.287 3.922  0.037
O -1.512 0.705 2.685  -0.092
H -1.667 -1.013 3.386  0.057
H -0.829 -0.117 5.894  0.189
H -0.372 2.715 5.134  0.163
H -1.897 3.131 1.522  0.194
H -0.964 3.976 2.895  0.085
H 2.915 2.717 0.938  0.088
S 1.237 1.215 -2.979  1.109
H 0.399 -1.392 -3.955  0.072
H 0.472 -3.721 -4.280  0.141
H -1.371 -3.304 -4.233  0.127
H -1.925 -5.498 -3.562  0.004
H -1.353 -5.456 -5.166  0.104
H -0.448 -6.018 -3.497  0.130


ΔE to the lowest compared entry with this formula, charge and spin (kcal/mol)
0.0, 0.0, 1.9, 91.4, 293.3
Total energy (Eh)
-2764.2840, -3197.7557, -5454.6890, -3145.0872, -1750.4685